Entry 1:
{"formula": "C5H6InO4", "method": "wB97M-V/def2-TZVPD", "relative_energy_ev": 0.0000, "homo_ev": [-9.0123, -9.0274], "orbital_gap_ev": [9.4, 6.5], "spin_multiplicity": 2, "charge": 0, "total_energy_ha": -685.1269, "s_squared": 0.7528, "symbols": ["O", "O", "C", "C", "C", "H", "H", "H", "H", "In", "O", "O", "C", "C", "H", "H"], "positions_angstrom": [[0.43132, -0.23560, 1.06551], [0.75769, 1.26479, -0.56387], [0.62470, 2.60133, -0.70870], [1.67180, 3.42742, -0.76005], [-0.19044, 0.59414, 0.26852], [-0.40655, 2.96914, -0.75877], [-0.76898, 1.33719, 0.85378], [1.51019, 4.47652, -0.99912], [2.69080, 3.06653, -0.61450], [0.24393, -2.13788, 0.98530], [-0.39361, -2.07087, -1.10519], [-1.84340, -1.99439, 0.55247], [-1.35195, -1.47504, -0.51054], [-1.54104, -0.02492, -0.72667], [-2.47328, 0.34411, -0.28610], [-1.39400, 0.31454, -1.75780]], "forces_ev_per_a": [[0.74, 1.35, 0.69], [-0.12, -0.92, 0.17], [-0.01, 0.86, 0.18], [-0.29, -0.28, -0.16], [-2.32, 1.82, -1.30], [0.26, -0.06, -0.16], [0.43, -0.03, -0.19], [0.04, -0.26, 0.22], [-0.32, 0.06, -0.17], [1.21, -3.47, 0.96], [-0.17, 0.26, -0.18], [-0.53, 0.23, -0.06], [-0.51, 0.33, -0.77], [1.16, 0.35, 0.53], [0.34, -0.09, -0.10], [0.09, -0.15, 0.35]]}


Entry 2:
{"formula": "C5H6K4NO3", "method": "wB97M-V/def2-TZVPD", "relative_energy_ev": 0.0000, "homo_ev": -14.3770, "orbital_gap_ev": 3.5, "charge": 3, "total_energy_ha": -2873.5285, "symbols": ["K", "K", "K", "K", "O", "C", "O", "O", "H", "N", "C", "C", "C", "C", "H", "H", "H", "H", "H"], "positions_angstrom": [[4.07804, 0.27317, 4.05186], [1.40469, 3.89776, -0.36887], [-1.23803, 2.33652, 2.68652], [2.12829, 4.19792, 3.48882], [0.82634, 1.31370, 0.78678], [1.72361, 0.98060, 1.71750], [2.69425, 0.23498, 1.46028], [1.55615, 1.62680, 2.79354], [1.28572, 0.76780, 0.14446], [-1.54704, -1.14524, -2.72444], [-2.38984, -1.92967, -2.11241], [-1.96724, -2.34074, -0.87294], [-0.78130, -1.57223, -0.66067], [-0.60132, -0.81422, -1.84201], [-1.73368, -0.77456, -3.64523], [-3.27922, -2.18083, -2.67126], [-2.33744, -3.12455, -0.22874], [-0.07173, -1.51959, 0.15182], [0.24976, -0.22763, -2.15501]], "forces_ev_per_a": [[-0.01, -0.52, -0.26], [0.03, -0.09, -0.85], [-0.47, -0.73, 0.04], [0.32, 0.04, 0.58], [-0.01, -0.14, -1.26], [3.27, -0.12, 2.34], [-1.88, 0.96, 0.08], [-0.36, 1.18, 1.39], [-0.98, -0.70, -2.12], [0.26, 1.66, -0.62], [-3.25, -3.02, -0.08], [1.01, 0.86, 0.27], [0.04, 1.05, -1.65], [2.20, 0.03, 1.61], [0.33, 0.08, 0.22], [-0.06, -0.46, 0.27], [-0.35, 0.29, -0.16], [-0.15, -0.40, 0.12], [0.06, 0.01, 0.05]]}


Entry 3:
{"formula": "C5H6N", "method": "wB97M-V/def2-TZVPD", "relative_energy_ev": 8.6155, "homo_ev": -14.8919, "orbital_gap_ev": 8.3, "charge": 1, "total_energy_ha": -248.2991, "symbols": ["C", "C", "C", "C", "C", "N", "H", "H", "H", "H", "H", "H"], "positions_angstrom": [[1.11626, 0.41488, -0.57736], [-0.39859, 0.22348, 1.00038], [-0.40011, 0.45148, 2.31141], [0.03939, 0.02268, -1.16410], [-0.87183, -1.00747, -1.69438], [1.91094, 1.27919, -0.21081], [-0.43334, -0.12028, 3.17737], [2.68034, 0.80493, 0.27297], [-0.60847, 1.47541, 2.48860], [-0.34095, -1.57449, -2.40762], [-1.51971, -0.41880, -2.34194], [-1.17393, -1.55102, -0.85451]], "forces_ev_per_a": [[1.69, 2.61, -0.51], [-0.63, -0.14, 2.85], [-0.29, -0.37, -5.10], [-1.83, -1.54, 2.12], [1.17, 3.24, -1.33], [0.76, -1.62, -0.28], [0.22, -1.49, 1.25], [0.41, 0.61, 0.23], [-0.14, 1.60, 0.04], [1.02, -1.24, -0.56], [-1.21, -0.57, 0.61], [-1.18, -1.08, 0.70]]}